1.
74
Properties=species:S:1:pos:R:3:mulliken_spin:R:1 method="wB97M-V/def2-TZVPD" e_above_lowest_kj_mol=632.87 homo_lumo_gap_ha="0.2638 / 0.2173" energy_ev=-80830.2285 spin_multiplicity=2 e_lumo_ev="-2.8 / -4.0" total_charge=+1
Yb -0.054 0.615 0.693 0.01
C -1.705 3.291 1.009 0.22
C -2.463 2.112 1.289 0.13
C -1.346 2.704 3.215 0.08
C -1.036 3.662 2.205 0.22
C -2.225 1.746 2.650 0.18
C -1.573 3.997 -0.280 0.00
H -2.154 3.507 -1.066 0.00
H -0.521 4.025 -0.603 0.02
H -1.915 5.038 -0.199 0.01
C -0.119 4.809 2.356 0.02
H -0.387 5.617 1.657 0.00
H 0.923 4.507 2.138 0.02
H -0.154 5.207 3.383 0.01
C -0.800 2.691 4.580 0.02
H -0.643 3.715 4.950 0.00
H 0.172 2.166 4.601 0.00
H -1.481 2.168 5.268 0.00
C -2.784 0.575 3.363 -0.02
H -3.578 0.864 4.066 0.03
H -2.002 0.071 3.946 0.02
H -3.208 -0.155 2.667 0.00
C -3.334 1.375 0.341 0.02
H -4.407 1.582 0.523 0.00
H -3.207 0.277 0.434 0.00
H -3.130 1.656 -0.706 0.00
C 2.385 -1.448 -2.964 0.00
C 1.336 -0.912 -3.621 0.00
C 0.331 -1.780 -4.327 0.00
C -0.325 -2.884 -3.453 0.00
C -0.233 -2.749 -1.963 0.00
C 0.763 -3.350 -1.268 0.00
C 2.107 -3.734 -1.782 0.00
C 2.694 -2.908 -2.960 0.00
H 0.803 -2.288 -5.187 0.00
H 0.114 -3.851 -3.777 0.00
H -0.454 -1.129 -4.755 0.00
H 2.399 -3.393 -3.908 0.00
H 3.153 -0.812 -2.506 0.00
H 1.351 0.111 -3.996 0.00
H 3.787 -3.018 -2.888 0.00
H 2.820 -3.701 -0.937 0.00
H 0.610 -3.730 -0.260 0.00
H 2.093 -4.784 -2.121 0.00
H -1.391 -2.928 -3.734 0.00
H -1.097 -2.317 -1.449 0.00
P 0.738 1.086 -1.801 0.01
P -0.381 -2.103 1.571 0.01
C 1.470 -0.631 -0.523 0.00
C 1.372 -1.420 0.739 0.00
H 2.533 -0.498 -0.744 0.00
H 0.983 -1.176 -1.330 0.00
H 1.907 -2.355 0.558 0.00
H 1.893 -0.904 1.566 0.00
C 0.317 -2.299 3.230 0.00
H -0.532 -2.367 3.926 0.00
H 0.911 -1.412 3.499 0.00
H 0.927 -3.212 3.284 0.00
C -1.027 -3.804 1.328 0.00
H -0.292 -4.594 1.532 0.00
H -1.417 -3.939 0.309 0.00
H -1.885 -3.939 2.010 0.00
C 2.056 1.958 -2.666 0.00
H 1.608 2.534 -3.496 0.00
H 2.861 1.287 -3.006 0.00
H 2.442 2.671 -1.899 0.00
C -0.753 0.568 -2.717 0.00
H -1.636 1.011 -2.236 0.00
H -0.880 -0.533 -2.735 0.00
H -0.673 0.965 -3.741 0.00
O 1.148 0.807 2.691 0.00
C 1.853 1.736 2.194 0.00
O 1.599 2.261 1.052 0.01
H 2.744 2.083 2.778 0.00

***

2.
86
Properties=species:S:1:pos:R:3:mulliken_charge:R:1 method="wB97M-V/def2-TZVPD" e_above_lowest_kj_mol=174.50 homo_lumo_gap_ha=0.2136 energy_ev=-292487.8644 spin_multiplicity=1 e_lumo_ev=1.9 total_charge=-1
Ca 0.210 -0.467 0.598 0.94
C 1.527 5.651 3.680 -0.81
O 1.418 4.728 4.752 -0.47
C 1.182 3.436 4.432 1.36
C 1.132 2.550 5.536 -1.02
C 0.902 1.231 5.306 -0.91
C 0.649 0.719 4.008 0.58
C 0.389 -0.676 3.789 0.04
C 0.891 -1.727 4.735 -1.52
O -0.228 -1.101 2.776 -0.31
C 0.697 1.622 2.889 -0.02
O 0.495 1.245 1.682 -0.65
C 0.994 2.985 3.152 -0.27
H 1.674 6.627 4.134 0.27
H 0.617 5.665 3.076 0.31
H 2.379 5.409 3.041 0.33
H 1.291 2.942 6.531 0.43
H 0.862 0.561 6.155 0.23
H 1.069 -1.368 5.744 0.42
H 1.846 -2.073 4.329 0.31
H 0.202 -2.570 4.742 0.29
H 1.071 3.624 2.285 0.36
C -4.181 -2.447 0.663 -0.87
Si -2.615 -3.491 0.682 0.59
C -3.150 -5.209 0.109 -1.14
C -2.158 -3.769 2.489 -0.99
As -0.763 -2.791 -0.538 -0.08
Si -1.964 -2.096 -2.395 0.55
C -3.035 -0.552 -2.312 -0.79
C -0.737 -1.771 -3.790 -0.31
C -3.107 -3.444 -3.062 -1.21
H -4.942 -2.886 1.318 0.41
H -4.596 -2.388 -0.347 0.24
H -3.987 -1.422 0.998 0.01
H -3.976 -5.594 0.721 0.32
H -2.305 -5.899 0.193 0.27
H -3.469 -5.206 -0.935 0.27
H -2.949 -4.312 3.017 0.45
H -1.974 -2.824 3.006 0.05
H -1.235 -4.355 2.545 0.26
H -2.409 0.340 -2.217 0.04
H -3.713 -0.574 -1.456 0.24
H -3.634 -0.461 -3.226 0.42
H -0.054 -0.967 -3.502 -0.25
H -1.246 -1.482 -4.717 0.38
H -0.143 -2.670 -3.975 -0.05
H -4.011 -3.531 -2.451 0.28
H -2.605 -4.415 -3.054 0.26
H -3.415 -3.217 -4.089 0.42
Se 4.194 1.398 1.696 -0.30
C 5.923 1.035 1.254 0.13
N 7.030 0.813 0.973 -0.70
C 2.614 -0.961 -5.052 -0.97
As 3.272 -1.918 -3.513 0.55
C 2.836 -3.758 -3.886 -0.95
C 5.186 -1.830 -3.697 -1.08
S 2.631 -1.221 -1.687 -0.48
H 3.198 -1.222 -5.935 0.42
H 2.690 0.105 -4.848 0.30
H 1.568 -1.220 -5.199 0.26
H 3.250 -4.064 -4.847 0.38
H 1.754 -3.855 -3.892 0.24
H 3.240 -4.374 -3.086 0.33
H 5.500 -2.188 -4.677 0.38
H 5.637 -2.430 -2.909 0.35
H 5.490 -0.795 -3.555 0.34
S 0.278 1.677 -2.178 0.06
C 0.592 3.284 -2.132 -0.22
N 1.802 3.830 -1.927 -0.22
C 1.866 5.264 -1.711 -0.50
C 0.674 5.841 -2.464 -0.53
S -0.606 4.551 -2.361 -0.13
H 2.526 3.219 -1.566 0.26
H 2.804 5.658 -2.097 0.33
H 1.804 5.500 -0.645 0.18
H 0.906 6.015 -3.513 0.30
H 0.301 6.757 -2.013 0.37
N -2.397 0.590 1.966 0.99
C -3.308 1.365 2.575 -0.32
C -3.805 2.202 1.600 -1.08
C -3.096 1.851 0.430 -0.34
N -2.232 0.875 0.667 -0.13
H -1.755 -0.065 2.401 -0.28
H -3.522 1.268 3.627 0.50
H -4.566 2.956 1.709 0.41
H -3.173 2.269 -0.562 0.49

***

3.
74
Properties=species:S:1:pos:R:3:mulliken_charge:R:1 method="wB97M-V/def2-TZVPD" e_above_lowest_kj_mol=0.00 homo_lumo_gap_ha="0.2199 / 0.2093" energy_ev=-71887.0098 spin_multiplicity=1 e_lumo_ev="2.8 / 2.8" total_charge=-1
Sc -1.213 -1.338 2.428 -0.18
Cl -1.144 0.523 3.873 -0.58
P 0.394 -0.092 -0.149 0.29
C -1.813 -3.259 3.178 -1.04
H -1.339 -4.037 2.568 0.18
H -1.617 -3.306 4.262 0.22
C -0.061 0.271 -1.937 0.06
C 2.090 -0.891 -0.209 -0.41
C -0.045 -1.015 -2.777 -0.94
H -1.112 0.600 -1.833 0.68
C -0.647 -0.781 -4.171 -0.91
H 0.994 -1.362 -2.891 0.10
H -0.595 -1.818 -2.267 0.39
C -0.015 0.413 -4.896 -0.70
H -0.522 -1.689 -4.771 0.39
H -1.726 -0.611 -4.063 0.38
C 0.074 1.666 -4.018 -1.06
H 0.993 0.138 -5.232 0.32
H -0.594 0.643 -5.798 0.39
C 0.711 1.386 -2.649 -0.30
H 0.648 2.449 -4.529 0.41
H -0.937 2.063 -3.852 0.37
H 1.758 1.079 -2.786 0.13
H 0.723 2.309 -2.057 0.04
C 0.646 1.580 0.688 0.68
C 3.152 -0.422 -1.206 -0.63
H 2.453 -0.658 0.808 0.59
C 4.504 -1.016 -0.776 -0.93
H 2.901 -0.771 -2.220 0.38
H 3.233 0.672 -1.251 0.20
C 4.480 -2.545 -0.620 -0.75
H 5.277 -0.725 -1.495 0.42
H 4.780 -0.569 0.191 0.35
C 3.256 -3.077 0.134 -0.87
H 4.506 -3.004 -1.618 0.28
H 5.390 -2.868 -0.103 0.41
C 1.953 -2.416 -0.326 -0.64
H 3.177 -4.161 0.016 0.39
H 3.371 -2.878 1.209 0.39
H 1.722 -2.699 -1.363 0.31
H 1.139 -2.759 0.320 0.28
C -0.517 2.538 0.384 -0.39
H 0.565 1.302 1.758 0.43
C -0.392 3.827 1.209 -0.88
H -0.529 2.790 -0.686 0.19
H -1.477 2.048 0.607 -0.10
C 0.982 4.497 1.066 -0.69
H -1.178 4.528 0.901 0.42
H -0.569 3.579 2.264 0.31
C 2.146 3.526 1.281 -1.03
H 1.064 4.944 0.067 0.29
H 1.061 5.321 1.785 0.36
C 2.010 2.238 0.458 -0.40
H 3.096 4.015 1.028 0.40
H 2.198 3.250 2.342 0.40
H 2.133 2.479 -0.609 0.04
H 2.826 1.553 0.729 0.20
C -2.565 -0.846 0.842 0.69
C -2.970 -2.509 2.674 0.05
H -2.139 -0.672 -0.168 -0.06
C -3.814 -1.820 3.721 -0.52
H -3.456 -2.815 1.742 0.63
C -4.988 -1.037 3.117 -0.96
H -4.204 -2.548 4.462 0.31
H -3.166 -1.133 4.302 0.24
C -4.526 0.101 2.197 -0.36
H -5.642 -1.728 2.567 0.30
H -5.580 -0.615 3.938 0.40
C -3.972 -0.406 0.831 -0.90
H -5.391 0.749 2.005 0.41
H -3.770 0.710 2.714 0.15
H -4.585 -1.261 0.488 0.42
H -4.129 0.406 0.090 0.25
F 0.530 -2.040 2.083 -0.73

***

4.
103
Properties=species:S:1:pos:R:3:mulliken_charge:R:1 method="wB97M-V/def2-TZVPD" homo_lumo_gap_ha=0.3372 energy_ev=-86947.2595 spin_multiplicity=1 e_lumo_ev=-0.1
C -1.224 2.877 -4.829 -0.70
N 0.175 2.929 -4.214 0.99
O 1.115 2.979 -4.996 -0.59
O 0.285 3.138 -3.049 -0.49
H -1.310 3.052 -5.869 0.30
H -1.857 3.553 -4.270 0.29
H -1.463 1.830 -4.533 0.20
C 4.805 -3.830 2.730 -0.93
N 4.395 -2.672 1.927 0.89
O 5.220 -2.257 1.144 -0.56
O 3.268 -2.267 2.042 -0.37
H 4.235 -3.795 3.660 0.30
H 5.851 -3.721 2.975 0.33
H 4.569 -4.719 2.194 0.31
C 4.475 1.116 0.392 -0.73
N 4.604 0.250 -0.835 0.80
O 5.552 0.506 -1.540 -0.61
O 3.800 -0.668 -0.995 -0.21
H 3.444 1.160 0.742 0.20
H 4.899 2.093 0.106 0.30
H 5.114 0.668 1.131 0.26
C 1.882 3.997 -0.411 -0.48
N 1.020 4.106 0.842 0.91
O -0.096 4.573 0.700 -0.45
O 1.492 3.659 1.923 -0.56
H 2.913 3.753 -0.183 0.16
H 1.791 4.950 -0.920 0.32
H 1.436 3.219 -1.072 0.14
C 2.592 -0.356 -4.154 -0.46
N 1.165 -0.468 -4.767 0.90
O 1.105 -1.161 -5.743 -0.60
O 0.299 0.114 -4.222 -0.48
H 2.578 0.684 -3.829 0.23
H 3.323 -0.691 -4.872 0.36
H 2.590 -0.992 -3.234 0.04
C 5.110 -3.281 -1.972 -0.76
N 3.660 -3.523 -1.845 1.06
O 3.280 -4.180 -0.890 -0.56
O 2.912 -3.082 -2.699 -0.56
H 5.487 -3.970 -2.758 0.31
H 5.625 -3.557 -1.028 0.23
H 5.283 -2.190 -2.165 0.23
C -0.394 1.630 4.674 -0.49
N -0.077 0.145 4.714 1.03
O 1.094 -0.164 4.669 -0.56
O -1.008 -0.665 4.813 -0.56
H 0.555 2.156 4.675 0.29
H -1.038 1.835 5.531 0.26
H -0.893 1.741 3.688 0.00
C -3.120 -1.568 2.378 -0.90
N -3.485 -0.278 1.781 0.98
O -3.598 -0.302 0.570 -0.46
O -3.668 0.711 2.463 -0.55
H -3.219 -1.579 3.466 0.27
H -2.140 -1.830 2.005 0.33
H -3.833 -2.291 2.029 0.35
C -4.936 0.397 -2.087 -0.68
N -4.412 1.750 -2.490 0.79
O -5.095 2.382 -3.325 -0.56
O -3.377 2.173 -2.039 -0.41
H -4.237 -0.422 -2.175 0.23
H -5.854 0.284 -2.648 0.38
H -5.227 0.451 -1.006 0.20
C -0.181 -3.883 4.016 -0.77
N 0.501 -4.110 2.690 0.95
O -0.110 -3.858 1.680 -0.41
O 1.543 -4.718 2.726 -0.55
H -0.166 -4.861 4.473 0.34
H -1.241 -3.579 3.890 0.19
H 0.293 -3.106 4.555 0.30
N -3.591 5.019 4.013 -0.63
C -2.989 6.140 3.673 -0.13
C -2.863 6.609 2.387 -0.54
C -3.224 5.735 1.346 -0.19
C -3.835 4.574 1.683 -0.15
C -3.984 4.235 3.039 -0.23
H -2.696 6.863 4.428 0.34
H -2.336 7.503 2.278 0.41
H -3.036 5.932 0.310 0.42
H -4.117 3.855 0.878 0.29
H -4.396 3.256 3.282 0.41
N -3.434 -4.197 -2.890 -0.61
C -3.086 -4.855 -1.767 -0.37
C -1.814 -4.808 -1.244 -0.44
C -0.812 -4.016 -1.842 -0.14
C -1.204 -3.299 -2.975 -0.19
C -2.514 -3.430 -3.439 -0.43
H -3.794 -5.520 -1.323 0.38
H -1.514 -5.372 -0.384 0.42
H 0.203 -3.993 -1.444 0.47
H -0.489 -2.732 -3.539 0.49
H -2.840 -2.834 -4.296 0.41
N -0.196 0.505 1.713 1.08
C -0.774 1.292 0.772 -1.23
C -0.679 1.131 -0.588 -0.62
C 0.145 0.093 -0.999 0.27
C 0.813 -0.693 -0.050 -0.57
C 0.607 -0.466 1.262 -0.45
H -1.311 2.165 1.166 0.42
H -1.198 1.755 -1.253 0.89
H 0.245 -0.167 -2.081 -0.01
H 1.487 -1.453 -0.466 0.27
H 1.149 -1.097 2.024 -0.01